{"formula": "C39H54IrN6O8S2", "method": "ωB97M-V/def2-TZVPD", "species": ["Ir", "O", "C", "C", "C", "C", "C", "C", "C", "O", "N", "N", "C", "C", "C", "C", "C", "C", "N", "H", "H", "H", "H", "H", "H", "H", "H", "H", "H", "C", "C", "C", "C", "C", "C", "C", "C", "C", "C", "C", "C", "O", "H", "H", "H", "H", "H", "H", "H", "H", "H", "H", "H", "H", "H", "H", "H", "H", "H", "C", "C", "C", "S", "O", "C", "C", "C", "H", "H", "H", "H", "H", "H", "H", "H", "H", "H", "H", "H", "H", "H", "C", "C", "S", "O", "O", "C", "C", "N", "C", "N", "C", "C", "N", "O", "O", "C", "H", "H", "H", "H", "H", "H", "H", "H", "H", "H", "H", "H", "H"], "positions_angstrom": [[-0.091, 1.859, -0.646], [3.232, 3.827, 1.709], [2.596, 3.777, 2.899], [3.256, 4.260, 4.031], [2.655, 4.215, 5.268], [1.310, 3.831, 5.391], [0.620, 3.446, 4.271], [1.270, 3.356, 3.020], [0.516, 2.861, 1.908], [1.121, 2.777, 0.755], [-0.760, 2.521, 2.042], [-1.212, 2.016, 0.890], [-2.494, 1.645, 0.681], [-2.758, 1.025, -0.550], [-4.041, 0.639, -1.003], [-4.180, -0.015, -2.210], [-3.056, -0.297, -2.976], [-1.804, 0.030, -2.500], [-1.657, 0.837, -1.422], [2.580, 3.389, 1.080], [4.268, 4.610, 3.878], [3.186, 4.505, 6.158], [0.853, 3.844, 6.371], [-0.457, 3.250, 4.317], [-3.282, 1.706, 1.477], [-4.889, 0.736, -0.332], [-5.163, -0.341, -2.511], [-3.204, -0.895, -3.876], [-0.859, -0.245, -2.966], [1.155, 5.007, -2.179], [-0.021, 4.590, -3.075], [-1.392, 4.852, -2.447], [0.137, 3.230, -3.682], [-0.631, 2.921, -4.811], [-0.310, 1.861, -5.613], [0.820, 1.120, -5.353], [1.601, 1.328, -4.232], [2.885, 0.546, -3.964], [3.942, 1.312, -3.117], [2.563, -0.833, -3.355], [1.101, 2.247, -3.258], [1.356, 2.017, -2.004], [0.941, 6.006, -1.786], [2.071, 5.059, -2.772], [1.373, 4.354, -1.318], [0.025, 5.240, -3.974], [-1.511, 4.332, -1.497], [-2.207, 4.587, -3.162], [-1.461, 5.938, -2.222], [-1.522, 3.523, -4.994], [-0.895, 1.689, -6.509], [1.063, 0.331, -6.081], [3.345, 0.380, -4.945], [3.502, 1.469, -2.119], [4.183, 2.275, -3.564], [4.853, 0.740, -3.025], [1.813, -0.759, -2.561], [3.450, -1.222, -2.849], [2.198, -1.590, -4.059], [6.734, -0.213, 1.414], [5.277, -0.447, 1.809], [4.570, -1.531, 0.952], [2.761, -1.212, 0.815], [2.505, 0.309, 0.961], [2.289, -2.079, 2.381], [1.857, -1.133, 3.480], [1.143, -1.841, 4.617], [7.186, 0.616, 1.971], [6.827, 0.067, 0.381], [7.371, -1.099, 1.567], [4.686, 0.473, 1.756], [5.241, -0.778, 2.867], [4.689, -2.533, 1.403], [4.936, -1.566, -0.070], [3.161, -2.656, 2.715], [1.458, -2.698, 2.059], [1.205, -0.355, 3.086], [2.731, -0.602, 3.864], [0.175, -2.209, 4.326], [1.109, -1.251, 5.518], [1.703, -2.767, 4.834], [-6.362, -3.457, 2.808], [-6.274, -4.275, 1.518], [-5.410, -3.342, 0.136], [-6.358, -2.932, -0.865], [-4.534, -2.332, 0.726], [-4.315, -4.579, -0.685], [-3.069, -5.040, 0.067], [-2.043, -4.008, 0.270], [-1.223, -3.501, -0.709], [-0.675, -2.349, -0.390], [-1.084, -2.043, 0.878], [-1.907, -3.111, 1.355], [-2.263, -3.433, 2.642], [-2.157, -2.576, 3.557], [-2.601, -4.652, 2.789], [-0.948, -4.188, -1.971], [-7.017, -3.996, 3.509], [-6.782, -2.475, 2.554], [-5.368, -3.334, 3.281], [-7.271, -4.472, 1.113], [-5.748, -5.241, 1.655], [-4.070, -4.001, -1.604], [-4.924, -5.462, -0.945], [-2.551, -5.849, -0.526], [-3.332, -5.415, 1.091], [-0.745, -1.136, 1.334], [-0.124, -4.880, -1.844], [-0.622, -3.417, -2.707], [-1.819, -4.724, -2.364]], "gap_ev": [5.9, 4.7], "energy_ev": -91135.6276, "lumo_ev": [-2.929, -5.504], "multiplicity": 5, "total_charge": 1, "s2": 6.05}

{"formula": "C39H56BaCl2N2O6Si3", "method": "ωB97M-V/def2-TZVPD", "species": ["Ba", "C", "Si", "C", "C", "C", "Si", "C", "C", "C", "Si", "C", "C", "C", "C", "C", "C", "C", "N", "H", "H", "H", "H", "H", "H", "H", "H", "H", "H", "H", "H", "H", "H", "H", "H", "H", "H", "H", "H", "H", "H", "H", "H", "H", "H", "H", "H", "Cl", "C", "C", "C", "C", "O", "C", "C", "O", "C", "H", "H", "H", "H", "O", "Cl", "O", "O", "O", "C", "C", "C", "C", "C", "C", "C", "C", "N", "C", "C", "C", "C", "C", "C", "C", "C", "C", "C", "H", "H", "H", "H", "H", "H", "H", "H", "H", "H", "H", "H", "H", "H", "H", "H", "H", "H", "H", "H", "H", "H", "H", "H"], "positions_angstrom": [[-0.363, -0.670, 0.173], [-3.140, -2.636, -2.746], [-3.667, -0.930, -2.138], [-5.489, -0.794, -2.625], [-2.781, 0.216, -3.328], [-3.371, -0.649, -0.379], [-4.020, 0.878, 0.309], [-5.848, 0.811, 0.779], [-3.909, 2.340, -0.872], [-3.121, 1.458, 1.858], [-3.749, -2.117, 0.599], [-5.391, -2.962, 0.161], [-3.945, -1.941, 2.459], [-2.446, -3.514, 0.305], [-2.754, -4.856, 0.549], [-1.802, -5.834, 0.334], [-0.551, -5.471, -0.140], [-0.310, -4.132, -0.378], [-1.220, -3.174, -0.158], [-3.413, -2.721, -3.805], [-3.601, -3.468, -2.207], [-2.056, -2.761, -2.662], [-5.624, -1.070, -3.678], [-5.849, 0.234, -2.499], [-6.122, -1.441, -2.013], [-3.204, 0.085, -4.331], [-1.715, -0.020, -3.370], [-2.868, 1.269, -3.058], [-6.454, 0.544, -0.093], [-6.189, 1.785, 1.153], [-6.044, 0.067, 1.557], [-4.569, 2.218, -1.737], [-2.890, 2.478, -1.245], [-4.199, 3.257, -0.346], [-3.189, 0.734, 2.674], [-3.554, 2.403, 2.206], [-2.054, 1.652, 1.686], [-6.165, -2.189, 0.129], [-5.682, -3.696, 0.922], [-5.381, -3.464, -0.811], [-4.885, -1.424, 2.676], [-3.131, -1.423, 2.962], [-4.002, -2.950, 2.881], [-3.739, -5.118, 0.916], [-2.029, -6.874, 0.538], [0.227, -6.202, -0.318], [0.654, -3.801, -0.752], [2.979, 1.987, -6.654], [2.169, 1.458, -5.182], [1.275, 2.327, -4.536], [0.628, 1.937, -3.393], [0.842, 0.650, -2.829], [0.210, 0.282, -1.771], [1.753, -0.203, -3.492], [2.070, -1.549, -3.014], [1.651, -2.110, -2.020], [2.404, 0.216, -4.665], [1.104, 3.314, -4.951], [-0.054, 2.602, -2.880], [2.791, -2.086, -3.666], [3.098, -0.459, -5.155], [0.450, -2.133, 4.211], [-0.125, -2.544, 2.964], [0.914, -2.905, 1.997], [-1.062, -3.619, 3.131], [-0.833, -1.372, 2.347], [3.333, 6.019, 2.105], [2.373, 4.963, 1.605], [1.088, 5.331, 1.220], [0.225, 4.327, 0.745], [-1.164, 4.680, 0.271], [0.658, 3.028, 0.689], [1.968, 2.569, 1.094], [2.813, 3.648, 1.547], [2.178, 1.261, 0.991], [3.429, 0.578, 1.247], [4.681, 1.371, 1.682], [5.892, 0.441, 1.878], [6.212, -0.282, 0.565], [4.996, -1.104, 0.130], [4.662, -2.136, 1.215], [4.363, -1.419, 2.538], [5.583, -0.597, 2.961], [3.174, -0.476, 2.336], [3.801, -0.164, -0.054], [2.864, 7.005, 2.120], [4.222, 6.080, 1.470], [3.678, 5.795, 3.119], [0.763, 6.366, 1.274], [-1.398, 5.725, 0.489], [-1.925, 4.057, 0.746], [-1.268, 4.535, -0.809], [0.014, 2.257, 0.282], [3.826, 3.461, 1.871], [4.477, 1.901, 2.617], [4.927, 2.118, 0.921], [6.756, 1.042, 2.181], [7.087, -0.933, 0.698], [6.463, 0.450, -0.211], [5.214, -1.617, -0.813], [5.497, -2.837, 1.341], [3.786, -2.720, 0.912], [4.116, -2.154, 3.309], [6.454, -1.247, 3.121], [5.373, -0.091, 3.910], [2.920, 0.042, 3.268], [2.299, -1.057, 2.058], [2.927, -0.724, -0.389], [4.009, 0.587, -0.826]], "gap_ev": 4.9, "energy_ev": -105989.7366, "lumo_ev": 3.948, "multiplicity": 1, "total_charge": -2}

{"formula": "C39H56BrCaIN3O4", "method": "ωB97M-V/def2-TZVPD", "species": ["Ca", "C", "C", "C", "C", "C", "C", "C", "N", "C", "C", "C", "C", "C", "C", "O", "C", "C", "C", "C", "C", "C", "C", "C", "C", "O", "C", "C", "C", "C", "C", "C", "H", "H", "H", "H", "H", "H", "H", "H", "H", "H", "H", "H", "H", "H", "H", "H", "H", "H", "H", "H", "H", "H", "H", "H", "H", "H", "H", "H", "H", "H", "H", "H", "H", "H", "H", "H", "H", "H", "H", "H", "N", "C", "O", "C", "I", "H", "H", "H", "H", "Br", "C", "C", "C", "N", "C", "C", "H", "H", "H", "H", "C", "C", "C", "O", "C", "H", "H", "H", "H", "H", "H", "H", "H"], "positions_angstrom": [[0.185, 0.048, -0.646], [-1.630, -4.489, 5.566], [-2.455, -3.331, 4.986], [-3.914, -3.778, 4.815], [-2.415, -2.171, 5.980], [-1.883, -2.938, 3.631], [-1.440, -1.685, 3.333], [-0.950, -1.370, 2.038], [-0.579, -0.129, 1.644], [-0.245, 0.934, 2.337], [0.080, 0.976, 3.740], [0.416, 2.131, 4.347], [0.372, 3.352, 3.577], [0.137, 3.428, 2.246], [-0.104, 2.175, 1.531], [-0.212, 2.146, 0.287], [0.165, 4.748, 1.479], [0.383, 5.932, 2.424], [1.320, 4.745, 0.465], [-1.174, 4.968, 0.757], [0.866, 2.220, 5.798], [0.890, 0.849, 6.474], [-0.103, 3.124, 6.574], [2.282, 2.813, 5.849], [-0.956, -2.361, 0.976], [-0.549, -2.051, -0.196], [-1.416, -3.683, 1.309], [-1.836, -3.907, 2.595], [-1.536, -4.850, 0.311], [-0.749, -6.058, 0.843], [-3.021, -5.226, 0.185], [-1.019, -4.575, -1.106], [-2.023, -4.778, 6.543], [-0.586, -4.198, 5.691], [-1.662, -5.371, 4.925], [-4.333, -4.074, 5.779], [-3.999, -4.631, 4.141], [-4.523, -2.967, 4.412], [-2.819, -2.496, 6.940], [-3.017, -1.325, 5.640], [-1.393, -1.825, 6.152], [-1.540, -0.892, 4.055], [0.142, 0.040, 4.271], [0.579, 4.265, 4.118], [1.350, 5.880, 2.929], [-0.403, 5.999, 3.180], [0.364, 6.856, 1.847], [2.274, 4.570, 0.970], [1.375, 5.717, -0.028], [1.180, 3.982, -0.297], [-1.995, 5.009, 1.476], [-1.378, 4.180, 0.036], [-1.148, 5.921, 0.225], [-0.102, 0.392, 6.492], [1.222, 0.957, 7.507], [1.580, 0.165, 5.976], [-1.115, 2.716, 6.554], [-0.138, 4.137, 6.169], [0.215, 3.198, 7.615], [2.985, 2.185, 5.298], [2.620, 2.876, 6.884], [2.323, 3.818, 5.427], [-2.204, -4.897, 2.836], [-1.084, -6.374, 1.830], [0.316, -5.824, 0.913], [-0.867, -6.906, 0.166], [-3.438, -5.554, 1.138], [-3.143, -6.041, -0.532], [-3.608, -4.374, -0.163], [0.033, -4.291, -1.107], [-1.575, -3.782, -1.600], [-1.130, -5.492, -1.690], [2.530, -2.789, -3.323], [2.221, -2.149, -2.191], [1.664, -1.049, -2.198], [2.593, -2.827, -0.899], [4.658, -2.495, -0.472], [2.352, -2.333, -4.202], [3.054, -3.647, -3.316], [2.430, -3.900, -0.933], [2.015, -2.392, -0.092], [6.327, 2.226, 2.513], [4.778, 1.557, 1.681], [4.387, 2.037, 0.441], [3.233, 1.521, -0.120], [2.482, 0.591, 0.469], [2.880, 0.135, 1.658], [4.017, 0.582, 2.305], [4.958, 2.796, -0.074], [2.898, 1.882, -1.087], [2.253, -0.619, 2.123], [4.295, 0.179, 3.268], [-2.485, -0.668, -4.072], [-3.214, -0.880, -2.736], [-2.789, 0.337, -1.939], [-1.405, 0.498, -2.294], [-1.312, 0.259, -3.712], [-3.136, -0.189, -4.802], [-2.144, -1.608, -4.502], [-2.853, -1.776, -2.230], [-4.293, -0.957, -2.851], [-2.848, 0.219, -0.857], [-3.330, 1.242, -2.232], [-0.331, -0.178, -3.895], [-1.377, 1.221, -4.224]], "gap_ev": 5.6, "energy_ev": -150594.6264, "lumo_ev": -3.956, "multiplicity": 1, "total_charge": 1}

{"formula": "C39H56N7O2PtSSe", "method": "ωB97M-V/def2-TZVPD", "species": ["Pt", "C", "C", "C", "C", "C", "C", "C", "C", "C", "C", "N", "C", "C", "C", "C", "C", "N", "H", "H", "H", "H", "H", "H", "H", "H", "H", "H", "H", "H", "H", "H", "H", "H", "H", "C", "C", "C", "C", "N", "C", "Se", "N", "C", "C", "C", "C", "C", "C", "C", "C", "C", "C", "H", "H", "H", "H", "H", "H", "H", "H", "H", "H", "H", "H", "H", "H", "H", "H", "H", "H", "H", "H", "H", "H", "S", "C", "N", "C", "C", "C", "N", "H", "H", "H", "H", "H", "H", "H", "H", "O", "C", "O", "C", "N", "C", "C", "C", "H", "H", "H", "H", "H", "H", "H", "H", "H"], "positions_angstrom": [[-0.717, -0.450, -0.329], [0.803, -2.570, 4.184], [-0.386, -1.765, 3.665], [-0.164, -0.266, 3.610], [0.580, 0.373, 4.597], [0.799, 1.740, 4.557], [0.260, 2.495, 3.530], [-0.495, 1.904, 2.524], [-1.105, 2.785, 1.457], [-0.228, 3.022, 0.226], [-0.690, 0.522, 2.576], [-1.449, -0.094, 1.535], [-2.652, -0.534, 1.744], [-3.335, -1.120, 0.664], [-4.597, -1.701, 0.506], [-4.644, -2.162, -0.808], [-3.408, -1.849, -1.395], [-2.624, -1.229, -0.512], [0.567, -3.634, 4.172], [1.065, -2.309, 5.208], [1.682, -2.406, 3.558], [-1.259, -1.976, 4.292], [-0.650, -2.130, 2.670], [0.996, -0.205, 5.409], [1.379, 2.217, 5.336], [0.406, 3.569, 3.513], [-1.319, 3.752, 1.919], [-2.054, 2.364, 1.125], [0.750, 3.417, 0.510], [-0.703, 3.725, -0.459], [-0.071, 2.091, -0.322], [-3.114, -0.402, 2.719], [-5.358, -1.795, 1.264], [-5.455, -2.684, -1.288], [-3.065, -2.068, -2.394], [4.637, 0.456, 1.903], [3.669, 1.608, 1.645], [3.678, 2.141, 0.209], [2.814, 1.364, -0.779], [3.302, 0.018, -1.056], [2.810, -1.128, -0.554], [1.397, -1.335, 0.656], [3.569, -2.150, -0.990], [3.410, -3.547, -0.604], [4.168, -3.866, 0.680], [4.214, -5.363, 0.973], [2.833, -5.976, 1.187], [4.595, -1.649, -1.780], [5.638, -2.276, -2.449], [6.485, -1.463, -3.178], [6.298, -0.075, -3.241], [5.260, 0.547, -2.571], [4.414, -0.271, -1.835], [4.700, 0.238, 2.969], [5.642, 0.706, 1.556], [4.331, -0.466, 1.408], [3.933, 2.433, 2.312], [2.652, 1.311, 1.917], [4.708, 2.202, -0.159], [3.292, 3.163, 0.198], [2.746, 1.882, -1.737], [1.803, 1.252, -0.391], [3.768, -4.158, -1.434], [2.341, -3.722, -0.492], [3.683, -3.342, 1.510], [5.182, -3.464, 0.599], [4.823, -5.520, 1.865], [4.729, -5.878, 0.157], [2.297, -5.453, 1.982], [2.911, -7.025, 1.469], [2.219, -5.927, 0.286], [5.787, -3.345, -2.401], [7.313, -1.907, -3.713], [6.986, 0.523, -3.822], [5.122, 1.618, -2.616], [0.132, -0.640, -2.470], [-1.100, -0.146, -3.583], [-2.235, 0.408, -3.209], [-3.255, 0.869, -4.146], [-2.599, 1.239, -5.465], [-1.760, 0.070, -5.949], [-0.847, -0.328, -4.882], [-2.375, 0.619, -2.222], [-3.747, 1.726, -3.693], [-4.002, 0.083, -4.290], [-1.960, 2.113, -5.319], [-3.354, 1.493, -6.208], [-1.167, 0.338, -6.822], [-2.400, -0.774, -6.221], [0.025, -0.775, -5.112], [-4.737, 3.051, -1.825], [-4.438, 2.202, -0.851], [-3.417, 1.556, -0.839], [-5.520, 2.082, 0.227], [-6.547, 3.112, -0.007], [-6.518, 4.080, 1.115], [-5.155, 3.859, 1.763], [-4.964, 2.350, 1.627], [-5.917, 1.069, 0.130], [-7.465, 2.710, -0.132], [-5.604, 3.444, -1.529], [-7.316, 3.867, 1.831], [-6.656, 5.096, 0.746], [-5.127, 4.207, 2.794], [-4.377, 4.389, 1.208], [-5.568, 1.822, 2.366], [-3.933, 2.021, 1.726]], "gap_ev": 7.6, "energy_ev": -135305.6728, "lumo_ev": -2.176, "multiplicity": 1, "total_charge": 1}